47
Properties=species:S:1:pos:R:3 method="wB97M-V/def2-TZVPD" de_lowest_ev=0.000 smiles="CCc1ccc(C(=O)COC(=O)CCc2nc3ccccc3c(=O)[nH]2)cc1" lumo_ev=0.3538 homo_lumo_gap_ev=9.26
H -1.95225 -2.78062 1.06410
H -4.38858 0.60059 3.07393
C 1.74036 3.04023 -1.25927
H -3.69740 -1.19360 -0.74983
C 0.39967 -2.45057 -0.38471
N -1.29992 2.51348 0.39537
H -2.58240 -4.11265 0.09487
C 1.63767 -2.97615 -0.73950
H -1.47820 -2.42582 -1.36671
O 3.30592 1.60678 -0.28041
H -0.58016 -0.86865 0.67490
H 3.59426 1.33035 1.74836
C 0.36994 -1.27550 0.36247
N -0.86687 1.53647 -1.67222
C 2.76984 -1.14276 0.34057
C -2.23183 1.53754 0.64243
C 2.36046 2.50487 0.01588
C -2.91799 1.55141 1.86130
C 4.05015 -0.49970 0.68125
C -1.67389 -3.61308 0.42239
O 2.06996 2.84342 1.12948
H -0.64537 -3.98098 -1.43135
H -4.90378 -1.15011 1.41968
C 1.53119 -0.61808 0.71246
H 5.07129 1.38824 0.74661
C -3.86353 0.58812 2.13017
C -4.15569 -0.40486 1.19534
O 5.07731 -1.11432 0.85029
C -0.66571 2.49352 -0.71447
H -0.00796 4.12241 -1.90474
C 0.32675 3.57531 -1.01993
C 4.03992 1.02508 0.79275
H 2.38032 3.85644 -1.60409
H 1.68340 -3.89349 -1.30852
H 1.46568 0.28275 1.30433
C 2.80646 -2.34231 -0.37189
C -1.77529 0.49305 -1.54906
H 1.77327 2.25275 -2.01324
H 3.76840 -2.75214 -0.64134
C -2.51918 0.52603 -0.29451
H -0.34012 1.56179 -2.53728
H 0.33931 4.25162 -0.16516
H -2.68225 2.32867 2.57017
C -3.49027 -0.43612 -0.00908
O -1.88352 -0.33385 -2.43141
C -0.87468 -3.12951 -0.78813
H -1.08471 -4.31608 1.00777

51
Properties=species:S:1:pos:R:3 method="wB97M-V/def2-TZVPD" de_lowest_ev=0.000 total_charge=+3 lumo_ev="-12.4687 / -12.4695" homo_lumo_gap_ev="6.17 / 6.17"
C 2.50918 -0.70307 -0.88362
C 2.24432 3.19593 -1.18269
H 2.84716 -0.75276 -4.70880
C -0.06976 1.06405 4.18001
H -3.38448 -2.27342 1.30832
H -0.18810 2.80735 -3.48943
H 3.15095 -0.01618 4.12259
H 4.42028 0.28512 -0.83680
C -0.32928 3.69256 -2.86714
H 0.19914 4.33770 1.12980
C -1.51798 1.31448 -0.51094
H 2.61973 2.91050 -0.19701
N 2.68225 -0.38466 1.51899
C 3.76313 -0.21345 -2.83690
C 1.80722 0.10781 2.44652
H 0.21107 5.63945 -0.05058
V 0.31954 0.15715 -0.08684
H -1.38914 3.94845 -2.84777
H -3.07025 -2.72080 -0.35686
H -4.86356 -0.44740 0.05458
H -1.70952 -2.43082 0.74708
H 4.66255 0.15560 -3.31363
C -3.88631 1.39385 -0.48738
C 2.72778 -0.72925 -3.63366
H 0.74619 -1.94065 -1.19638
H -1.26241 4.72478 0.19602
H 0.18080 4.52075 -3.36990
C -0.17666 4.63549 0.14957
C 0.52571 0.45260 1.93275
C -2.73453 -0.66795 0.07221
C 1.58054 -1.24626 -3.06008
C 1.45908 -1.25235 -1.66438
C 2.15495 0.24500 3.78694
N -0.20274 1.76402 -0.61411
H -1.40762 1.22488 2.49989
C 1.18255 0.72741 4.66053
H -2.63892 3.09191 -0.97697
H 2.52812 2.44695 -1.92433
N -1.57669 -0.02723 -0.14475
C -2.70933 -2.10230 0.46910
H -4.81660 1.93222 -0.62288
N 2.07360 -0.51999 0.42755
C -2.68229 2.05202 -0.68964
H 2.75569 4.12394 -1.45494
H 0.82123 -1.70991 -3.67575
H 1.40836 0.83992 5.71204
Si 0.42364 3.51661 -1.19086
C -0.40955 0.93836 2.80917
C 3.64972 -0.15177 -1.45949
C -3.91752 0.05329 -0.10746
H -0.82006 1.43659 4.86633

67
Properties=species:S:1:pos:R:3 method="wB97M-V/def2-TZVPD" lumo_ev="-4.3641 / -4.3569" homo_lumo_gap_ev="2.81 / 2.84"
C 1.76423 1.10440 0.12045
C -4.69332 1.32830 -0.65073
C -5.14315 0.00419 -2.61339
H -5.02070 1.67267 1.44171
C 0.65720 1.33576 0.55398
H 1.81381 3.69397 1.49321
Os -1.17296 1.68872 1.22997
H -6.20606 2.43557 0.37779
H -6.64075 1.02759 -1.46788
H -0.43344 6.72735 1.52118
C -1.40255 -0.11092 -2.00577
C -0.11988 4.61059 1.28800
C 5.36453 1.51774 -0.71371
C 3.07732 0.83088 -0.39178
H 1.83953 5.46774 1.53280
H 2.56832 -1.10968 -1.15258
C -0.12111 4.60170 -0.22964
H -5.85698 -0.39283 -3.32348
C -0.43513 -3.64720 1.56982
F 0.98405 -1.95060 0.72993
C 5.62779 0.31492 -1.36500
C -1.20177 -1.33936 2.00934
H -3.46534 -0.92198 -3.57457
C 1.54442 -4.13997 0.23233
H 3.88316 2.70762 0.27092
C -1.31337 -2.69321 2.18065
H 6.15603 2.24415 -0.59088
N -2.45604 1.50544 0.12388
N 2.01323 -9.01963 -0.17519
F -0.08534 -7.22529 1.14620
N 8.00895 -0.14238 -2.28249
C 1.28932 4.58014 1.84987
C 2.06489 -7.87102 -0.23796
F 2.59015 -3.63860 -0.42774
H -4.57957 3.11505 0.54310
H -0.95358 -0.41618 -1.06001
C -5.15218 2.18876 0.48892
H 0.35129 5.51632 -0.59154
H 4.83469 -1.56618 -2.02790
C -2.86312 0.19647 -1.85811
N -3.35094 -3.24721 3.67176
C -2.43993 -3.05187 2.99687
C 4.09519 1.77475 -0.23373
C 4.62078 -0.63111 -1.52884
C 0.70096 -3.25668 0.84172
C -0.90881 5.79316 1.82346
H -1.92684 5.77868 1.43389
C 0.20768 -5.93379 1.03213
C 6.95450 0.05685 -1.87306
H -1.14369 4.57119 -0.61037
H -0.84734 0.76929 -2.33870
C -5.58667 0.80435 -1.56991
N -1.10298 -0.18674 1.88359
C -3.79688 -0.29487 -2.75687
C 1.34833 -5.53869 0.28974
O -0.81422 3.43036 1.78062
C 2.21200 -6.45920 -0.34632
F -1.69160 -5.52848 2.28505
N 4.18494 -5.77910 -1.85568
C -0.63683 -5.03839 1.63235
H 0.42805 3.74551 -0.62265
H -0.95334 5.75970 2.91181
H 1.26244 4.55729 2.93941
C 3.35297 -0.37257 -1.04093
H -1.25538 -0.90407 -2.73642
C -3.33409 1.00543 -0.80677
C 3.30514 -6.05477 -1.16585